Here is a single C5H13OP molecule from the OMol25 dataset. Energies are from the ωB97M-V functional and the def2-TZVPD basis.

Calculated values
Structure (SMILES): CC(C)(C)C[PH2]=O
Molar mass, g/mol: 120.13
Maximum force, eV/Å: 3.911
Electronic energy, a.u.: -614.8670
Energy above the lowest of the compared OMol25 structures with the same formula, charge and spin, kcal/mol: 20.4

Positions of all 20 atoms, in Å:
C  -0.536  -0.236  -1.455
C  -0.523  -0.118  0.102
C  -0.375  -1.466  0.764
C  -1.750  0.669  0.558
C  0.735  0.842  0.570
P  2.236  0.366  -0.261
O  2.668  -1.090  -0.189
H  -1.702  -0.359  -1.723
H  0.105  -1.050  -1.655
H  -0.189  0.692  -2.063
H  -0.028  -2.258  0.118
H  0.204  -1.383  1.636
H  -1.339  -1.768  1.122
H  -1.714  0.842  1.682
H  -1.784  1.549  -0.108
H  -2.746  0.188  0.358
H  0.493  1.828  0.238
H  0.963  0.893  1.671
H  2.026  0.599  -1.546
H  3.256  1.261  0.183

natural (NBO) population analysis, charges in e, atoms 1 to 4: C -0.637; C -0.003; C -0.623; C -0.619

***

Here is a single C2H5N5O molecule from the OMol25 dataset. Energies are from the ωB97M-V functional and the def2-TZVPD basis.

Calculated values
Structure (SMILES): ONC1=NN=CNN1
Molar mass, g/mol: 115.10
Maximum force, eV/Å: 6.174
Electronic energy, a.u.: -427.9473
Energy above the lowest of the compared OMol25 structures with the same formula, charge and spin, kcal/mol: 173.1

Positions of all 13 atoms, in Å:
O  2.751  0.061  -0.668
N  1.897  -0.332  0.481
C  0.420  -0.117  0.175
N  -0.250  -1.147  0.025
N  -1.694  -1.220  0.051
C  -2.198  -0.099  -0.404
N  -1.449  1.189  -0.071
N  -0.081  1.207  0.432
H  2.772  1.208  -0.326
H  1.786  -1.451  0.569
H  -3.305  -0.190  -0.637
H  -1.226  2.174  -0.833
H  -0.328  1.184  1.530

natural (NBO) population analysis, charges in e, atoms 1 to 4: O -0.553; N -0.366; C 0.474; N -0.328

***

Here is a molecular structure, C40H37BN12O2STeW from the OMol25 dataset. Energies are from the ωB97M-V functional and the def2-TZVPD basis.

Calculated values
Molar mass, g/mol: 1072.14
Expectation value of S²: 0.763
Charge: +3
Maximum force, eV/Å: 1.419
Electronic energy, a.u.: -3111.4090
Spin multiplicity: 2
Energy above the lowest of the compared OMol25 structures with the same formula, charge and spin, kcal/mol: 0.0

Positions of all 95 atoms, in Å:
W  0.436  -0.590  0.254
C  0.265  -3.872  2.199
C  -0.261  -3.786  0.803
C  -0.609  -4.890  0.034
C  -1.029  -4.383  -1.178
N  -0.963  -3.053  -1.124
N  -0.487  -2.656  0.091
B  -1.117  -1.998  -2.230
N  -1.892  -0.806  -1.602
C  -2.961  -0.202  -2.105
C  -3.460  0.672  -1.151
C  -2.624  0.548  -0.056
C  -2.791  1.253  1.250
N  -1.660  -0.372  -0.331
N  0.312  -1.472  -2.552
C  1.072  -1.716  -3.605
C  2.168  -0.862  -3.579
C  2.015  -0.085  -2.454
C  2.896  1.049  -2.059
N  0.876  -0.467  -1.791
N  -1.821  -2.498  -3.437
C  -2.954  -3.261  -3.511
C  -3.452  -3.148  -4.774
C  -2.570  -2.257  -5.440
C  -2.647  -1.772  -6.848
N  -1.609  -1.856  -4.630
H  0.576  -4.896  2.391
H  -0.504  -3.633  2.936
H  1.124  -3.228  2.370
H  -0.563  -5.923  0.331
H  -1.359  -4.883  -2.073
H  -3.296  -0.434  -3.104
H  -4.336  1.292  -1.233
H  -3.259  2.221  1.074
H  -1.850  1.416  1.770
H  -3.461  0.692  1.905
H  0.773  -2.447  -4.337
H  2.951  -0.786  -4.315
H  3.305  1.495  -2.964
H  3.743  0.716  -1.458
H  2.359  1.829  -1.527
H  -3.325  -3.818  -2.666
H  -4.319  -3.640  -5.180
H  -2.773  -2.606  -7.537
H  -1.742  -1.230  -7.113
H  -3.501  -1.107  -6.981
O  1.823  -1.877  0.447
C  3.091  -2.132  0.824
C  3.581  -3.422  0.737
C  4.885  -3.662  1.153
C  5.696  -2.638  1.646
C  5.206  -1.352  1.713
C  3.890  -1.086  1.297
C  3.388  0.239  1.284
N  2.193  0.599  0.898
N  2.066  1.987  0.884
C  0.870  2.305  0.510
O  -0.015  1.336  0.312
C  0.595  3.636  -0.054
C  1.618  4.584  -0.147
C  1.356  5.809  -0.735
C  0.085  6.091  -1.226
C  -0.933  5.150  -1.125
C  -0.684  3.922  -0.533
H  2.956  -4.214  0.346
H  5.279  -4.668  1.091
H  6.705  -2.855  1.966
H  5.825  -0.541  2.077
H  4.047  1.049  1.587
H  2.608  4.357  0.224
H  2.146  6.543  -0.825
H  -0.108  7.045  -1.699
H  -1.915  5.370  -1.521
H  -1.465  3.177  -0.468
N  2.240  -0.366  6.453
C  1.396  -0.536  5.694
C  0.381  -0.760  4.705
C  -0.937  -1.069  5.035
C  -1.841  -1.276  4.007
C  -1.415  -1.161  2.699
N  -0.145  -0.839  2.377
C  0.733  -0.651  3.372
H  -1.235  -1.154  6.073
H  -2.868  -1.542  4.212
H  -2.076  -1.363  1.868
H  1.754  -0.427  3.101
Te  0.725  3.371  3.286
C  -0.747  4.633  2.987
C  -2.136  4.436  3.238
C  -2.872  5.587  3.109
C  -2.073  6.677  2.726
S  -0.460  6.304  2.551
H  -2.537  3.478  3.537
H  -3.934  5.671  3.284
H  -2.420  7.688  2.556

Löwdin population analysis, charges in e, atoms 1 to 4: W 1.952; C -0.004; C -0.294; C 0.029

***

What is the electronic energy in the third record? -3111.4090 a.u.

***

Which of these has the lowest molar mass? C2H5N5O

***

Among the records above, which one has the lowest maximum force? C40H37BN12O2STeW